This record from the OMol25 dataset describes C13H28As4F33N2O11S3 as an isolated structure at a distorted geometry. The level of theory is wB97M-V/def2-TZVPD.

Element x y z (Å)
1 C -2.51502 -0.67373 -0.43037
2 N -1.47386 -0.11365 -1.40549
3 C -2.03418 -0.11438 -2.88762
4 C -1.16212 1.35369 -1.05917
5 C -0.15864 -1.01272 -1.55796
6 C 0.50164 -1.29043 -0.20441
7 O 1.08078 -0.15922 0.37980
8 H -2.56843 -1.73020 -0.69327
9 H -3.48035 -0.17340 -0.35352
10 H -2.09227 -0.62120 0.57294
11 H -1.35012 0.40581 -3.55811
12 H -3.03469 0.31776 -2.86898
13 H -2.17922 -1.13299 -3.24750
14 H -0.82302 1.55053 -0.04213
15 H -2.03847 1.91760 -1.37874
16 H -0.24682 1.67607 -1.55555
17 H 0.48505 -0.53962 -2.29954
18 H -0.33458 -1.96728 -2.05391
19 H 1.32300 -1.94537 -0.49509
20 H -0.12581 -1.75247 0.55778
21 H 1.94909 -0.04816 -0.01428
22 C 2.76654 1.59326 5.29014
23 N 2.92028 0.19217 4.62076
24 C 4.23332 0.26382 3.86956
25 C 2.97521 -0.87564 5.70206
26 C 1.86226 -0.21422 3.58023
27 C 0.38498 -0.52537 3.99315
28 O -0.31314 0.51350 4.46443
29 H 1.80119 1.60700 5.79611
30 H 2.72993 2.40802 4.56700
31 H 3.50285 1.65103 6.09177
32 H 4.36055 -0.62106 3.24594
33 H 5.05707 0.20785 4.58118
34 H 4.36691 1.21724 3.35845
35 H 3.17901 -1.86105 5.28307
36 H 1.99820 -0.90135 6.18465
37 H 3.63689 -0.61475 6.52802
38 H 2.26089 -1.16597 3.22902
39 H 2.00450 0.56109 2.82739
40 H 0.50707 -1.32727 4.72127
41 H -0.02091 -0.95600 3.07777
42 H -1.24495 0.28287 4.47596
43 C 0.80124 3.83713 1.86104
44 F 0.86975 2.82579 2.79043
45 F -0.27969 3.74898 1.08138
46 F 0.83442 5.03250 2.49038
47 S 2.43487 3.76538 0.74084
48 O 2.35179 2.59490 -0.03121
49 O 2.32646 4.98747 -0.07669
50 O 3.52999 3.87742 1.67629
51 C 5.16246 -2.06252 -0.14890
52 F 5.47700 -1.18778 0.82271
53 F 6.28574 -2.56593 -0.68395
54 F 4.47418 -3.03114 0.36088
55 S 4.06449 -1.16983 -1.58511
56 O 3.18204 -2.20772 -2.05565
57 O 3.31504 -0.06094 -0.95597
58 O 4.96836 -0.62183 -2.61334
59 C -1.37919 3.92988 -4.25332
60 F -1.20809 2.70686 -4.71194
61 F -0.80581 3.89665 -3.09552
62 F -0.88614 4.82517 -5.07302
63 S -3.29745 4.30484 -4.09790
64 O -3.69126 3.22428 -3.12630
65 O -3.37528 5.64189 -3.56295
66 O -3.94398 4.28181 -5.42189
67 As -6.28050 -0.93298 -3.07161
68 F -4.85648 -1.71426 -2.22812
69 F -6.21279 0.57759 -2.02636
70 F -7.67485 -0.11450 -3.71772
71 F -6.57711 -2.40592 -4.12769
72 F -7.31478 -1.66624 -1.79734
73 F -5.16657 -0.22339 -4.27453
74 As -0.23361 -5.51420 -0.56535
75 F -1.24940 -4.41004 -1.46898
76 F -0.65015 -4.80736 1.02499
77 F 0.78197 -6.73037 0.19647
78 F 0.15019 -6.18988 -2.17937
79 F 1.24446 -4.51561 -0.57950
80 F -1.70058 -6.55303 -0.54993
81 As 1.73187 0.34366 -5.77371
82 F 2.00481 2.10804 -6.33640
83 F 2.03468 -0.19113 -7.44820
84 F 1.40166 -1.32496 -5.29041
85 F 1.48765 0.95507 -4.11521
86 F -0.02564 0.50464 -6.12221
87 F 3.47625 0.24323 -5.31785
88 As -3.75512 -0.50513 3.49476
89 F -2.81233 0.72105 2.66871
90 F -5.02209 0.69723 3.88497
91 F -4.67725 -1.80055 4.30381
92 F -2.53060 -1.75303 3.22252
93 F -2.90872 0.04924 4.99486
94 F -4.56634 -0.80197 1.97607

Computed properties:
Energy ... -404982.260 eV
Charge ... -5
Relative energy (zero: lowest compared OMol25 entry of this formula, charge and spin) ... 138.3 kcal per mole
HOMO level ... 0.0549 Ha
Max |F| ... 3.99 eV/A